one:
The following is a DFT calculation (the ωB97M-V functional and the def2-TZVPD basis) of an isolated ion of composition C2H6ClNO2P and charge -1.

```
13
C2H6ClNO2P the ωB97M-V functional and the def2-TZVPD basis
C -0.072 0.643 -1.028
C 0.149 -0.335 1.098
N -0.797 0.279 0.213
O -2.657 2.126 -0.345
O 0.479 -1.663 0.872
P -1.923 1.613 0.845
Cl -0.438 2.994 1.324
H 0.184 -0.152 -1.644
H -0.633 1.382 -1.673
H 0.708 1.317 -0.739
H 1.114 0.283 1.210
H -0.199 -0.279 2.127
H -0.423 -2.159 1.075
```

As for the spin multiplicity: 1. The LUMO energy is 3.710 eV. Its net charge is -1. Its SMILES is CN(CO)P([O-])Cl.


two:
The following is a DFT calculation (the ωB97M-V functional and the def2-TZVPD basis) of a 2-piece molecular cluster, C2H6ClNO2P overall.

```
13
C2H6ClNO2P the ωB97M-V functional and the def2-TZVPD basis
C 0.296 0.189 1.394
C 0.355 0.588 -1.159
N -0.314 0.185 0.061
O -2.310 -1.073 1.157
O -2.315 -0.702 -1.381
P -1.664 -0.616 -0.097
Cl 2.894 -1.296 -0.770
H -0.542 -0.340 1.935
H 1.396 -0.246 1.455
H 0.430 1.245 1.741
H -0.195 0.451 -1.992
H 0.659 1.607 -1.045
H 1.311 0.007 -1.299
```

As for the spin multiplicity: 1. The LUMO energy is 3.360 eV. Its net charge is -1.


It turns out two is the most stable, with the second structure 0.0343 hartree higher.


one:
The following is a DFT calculation (the ωB97M-V functional and the def2-TZVPD basis) of a 2-piece molecular cluster, C6H16N overall.

```
23
C6H16N the ωB97M-V functional and the def2-TZVPD basis
C 0.707 1.864 -2.188
C 0.865 1.151 -0.890
C 0.517 -0.205 -0.830
C -0.765 0.554 -0.232
C -0.736 1.142 1.207
C -0.168 0.151 2.222
N -0.113 -3.336 0.044
H 0.211 1.209 -2.909
H 0.066 2.731 -2.172
H 1.735 2.005 -2.527
H 1.555 1.545 -0.162
H 0.284 -0.745 -1.736
H 0.930 -0.855 -0.071
H -1.409 -0.328 -0.078
H -1.413 1.122 -0.883
H -0.200 2.090 1.240
H -1.748 1.318 1.501
H -0.175 0.577 3.225
H 0.846 -0.205 2.042
H -0.861 -0.693 2.291
H -0.698 -4.155 -0.130
H -0.232 -3.151 1.039
H 0.801 -3.788 -0.002
```

As for the spin multiplicity: 1. The LUMO energy is -4.629 eV. Its net charge is +1.


two:
The following is a DFT calculation (the ωB97M-V functional and the def2-TZVPD basis) of a 2-piece molecular cluster, C6H16N overall.

```
23
C6H16N the ωB97M-V functional and the def2-TZVPD basis
C -0.860 -2.372 -0.433
C -0.918 -1.041 0.314
C -0.398 0.104 -0.308
C 0.294 -0.516 1.178
C 0.047 0.673 2.165
C 0.760 1.979 1.838
N 0.770 0.826 -3.842
H -0.478 -3.180 0.218
H -1.843 -2.521 -0.877
H -0.064 -2.301 -1.208
H -1.729 -1.001 1.038
H 0.399 0.109 -1.096
H -1.028 0.972 -0.278
H 1.311 -0.466 0.803
H 0.217 -1.345 2.019
H -1.037 0.820 2.301
H 0.273 0.293 3.160
H 1.285 2.486 2.642
H 0.012 2.704 1.512
H 1.458 1.934 0.995
H 0.371 1.752 -3.981
H 1.648 0.668 -4.320
H 0.287 0.244 -4.530
```

As for the spin multiplicity: 1. The LUMO energy is -4.795 eV. Its net charge is +1.


three:
The following is a DFT calculation (the ωB97M-V functional and the def2-TZVPD basis) of C6H16N as an isolated structure.

```
23
C6H16N the ωB97M-V functional and the def2-TZVPD basis
C 2.497 -0.363 -0.219
C 1.170 0.351 -0.624
C 0.008 0.045 0.195
C -1.299 0.157 -0.497
C -2.219 1.220 0.260
C -2.130 -1.122 -0.601
N 1.583 1.686 -0.961
H 3.243 -0.336 -1.035
H 2.850 0.118 0.737
H 2.193 -1.343 0.140
H 0.913 -0.224 -1.580
H 1.959 -2.221 3.566
H 0.089 0.250 1.286
H -1.148 0.457 -1.525
H -1.723 2.114 0.641
H -2.378 0.720 1.245
H -3.132 1.356 -0.233
H -2.682 -1.366 0.344
H -2.908 -1.055 -1.431
H -1.390 -2.023 -0.920
H 0.961 2.116 -1.670
H 2.104 -2.773 3.021
H 1.440 2.236 -0.138
```

As for the spin multiplicity: 1. The LUMO energy is -7.344 eV. Its net charge is +1.


It turns out one is the most stable, with the second structure 0.0391 hartree higher.


one:
The following is a DFT calculation (the ωB97M-V functional and the def2-TZVPD basis) of a 5-piece molecular cluster, C30H72N2 overall.

```
104
C30H72N2 the ωB97M-V functional and the def2-TZVPD basis
C -0.523 0.749 -2.072
C 0.584 -0.033 -2.775
N -0.022 -1.233 -3.544
C 0.712 -1.650 -4.802
C 2.180 -2.259 -4.630
C -0.295 -2.417 -2.597
C -1.213 -3.392 -3.440
H -1.449 1.136 -2.817
H -0.087 1.740 -1.576
H -1.036 0.168 -1.371
H 1.261 -0.432 -2.130
H 0.934 0.416 -3.481
H 0.588 -0.622 -5.303
H 0.096 -2.198 -5.379
H 2.217 -3.009 -3.840
H 2.994 -1.591 -4.529
H 2.573 -2.596 -5.645
H -0.853 -2.354 -1.705
H 0.637 -2.906 -2.299
H -1.665 -4.233 -2.829
H -0.656 -4.003 -4.285
H -1.964 -2.822 -3.860
C 2.244 2.686 1.392
C 2.222 1.276 0.976
N 1.923 0.219 2.079
C 0.962 -0.767 1.706
C 1.517 -1.775 0.764
C 2.960 0.038 2.903
C 2.744 -0.920 4.029
H 1.388 2.975 1.991
H 2.485 3.494 0.547
H 3.025 2.660 2.179
H 3.174 1.040 0.250
H 1.490 1.291 0.246
H 0.170 -0.352 1.079
H 0.396 -1.311 2.603
H 1.942 -1.243 -0.097
H 0.894 -2.584 0.242
H 2.573 -2.186 1.185
H 3.616 0.858 3.236
H 3.769 -0.527 2.197
H 2.190 -1.873 3.767
H 2.018 -0.448 4.749
H 3.351 -0.950 4.763
C -2.594 -2.978 5.483
C -1.394 -3.129 4.555
C -1.836 -3.590 3.215
C -2.473 -2.334 2.434
C -2.541 -2.609 0.935
C -3.569 -3.615 0.631
H -2.589 -2.913 6.694
H -3.155 -3.915 5.168
H -3.316 -2.107 5.125
H -0.767 -4.241 4.892
H -0.800 -2.475 4.542
H -2.651 -4.348 2.953
H -1.065 -4.048 2.662
H -1.939 -1.439 2.576
H -3.561 -2.050 3.074
H -1.476 -2.979 0.766
H -2.517 -1.620 0.313
H -4.620 -3.501 1.017
H -3.214 -4.483 1.062
H -3.518 -3.679 -0.319
C -6.535 0.151 2.692
C -5.274 0.417 1.844
C -4.129 1.255 2.426
C -3.007 1.706 1.457
C -2.017 2.687 2.011
C -1.184 2.095 3.309
H -7.014 0.904 3.310
H -6.328 -0.360 3.675
H -7.268 -0.277 2.051
H -5.760 0.864 0.880
H -4.920 -0.549 1.347
H -3.696 0.768 3.217
H -4.564 2.265 2.626
H -3.337 1.985 0.519
H -2.294 0.879 1.291
H -2.531 3.531 2.267
H -1.359 2.984 1.166
H -1.840 1.568 4.125
H -0.487 2.819 3.753
H -0.536 1.108 3.032
C 2.484 5.755 -3.357
C 3.053 4.874 -2.255
C 3.055 3.409 -2.573
C 3.916 3.126 -3.821
C 3.963 1.605 -4.077
C 4.941 1.420 -5.240
H 3.026 5.713 -4.144
H 2.380 6.590 -3.000
H 1.372 5.662 -3.463
H 2.570 4.988 -1.327
H 3.949 5.226 -2.122
H 1.933 3.059 -2.881
H 3.318 2.840 -1.715
H 4.962 3.382 -3.669
H 3.664 3.723 -4.721
H 3.081 0.951 -4.149
H 4.569 1.129 -3.444
H 4.955 0.423 -5.489
H 6.015 1.659 -4.994
H 4.404 1.661 -6.215
```

As for the spin multiplicity: 1. The LUMO energy is 0.798 eV. Its net charge is 0. Its SMILES is CCN(CC)CC.CCN(CC)CC.CCCCCC.CCCCCC.CCCCCC.


two:
The following is a DFT calculation (the ωB97M-V functional and the def2-TZVPD basis) of a 5-piece molecular cluster, C30H72N2 overall.

```
104
C30H72N2 the ωB97M-V functional and the def2-TZVPD basis
C -1.509 -0.827 5.759
C -1.151 -0.489 4.268
N -1.238 -1.781 3.416
C -2.541 -2.508 3.318
C -3.753 -1.788 2.650
C -0.630 -1.506 2.103
C -0.310 -2.770 1.267
H -0.721 -1.441 6.069
H -2.420 -1.204 6.065
H -1.190 0.091 6.171
H -0.318 0.011 4.387
H -1.870 0.198 3.822
H -2.806 -2.699 4.300
H -2.249 -3.418 2.872
H -3.567 -1.613 1.622
H -3.859 -0.753 3.093
H -4.768 -2.110 2.951
H 0.309 -0.855 2.512
H -1.329 -1.005 1.514
H -1.171 -3.273 0.935
H 0.367 -3.529 2.005
H 0.250 -2.597 0.423
C -5.148 -0.616 -4.559
C -4.115 -1.757 -4.031
N -3.432 -1.362 -2.787
C -3.307 -2.365 -1.658
C -2.121 -3.481 -2.034
C -2.358 -0.376 -2.964
C -1.861 0.317 -1.700
H -5.798 -1.054 -5.531
H -4.660 0.377 -4.642
H -5.921 -0.360 -3.834
H -3.332 -2.149 -4.829
H -4.725 -2.646 -3.946
H -4.297 -2.882 -1.648
H -3.180 -1.789 -0.648
H -1.873 -4.149 -1.420
H -1.221 -2.845 -2.193
H -2.244 -3.817 -3.080
H -2.539 0.439 -3.659
H -1.351 -0.778 -3.312
H -1.497 -0.314 -1.017
H -2.675 1.011 -1.341
H -1.099 0.873 -2.124
C 4.477 4.475 2.880
C 4.110 3.009 2.687
C 3.568 2.741 1.216
C 2.934 1.328 1.072
C 2.467 1.217 -0.435
C 1.926 -0.178 -0.741
H 4.783 4.550 3.955
H 3.611 5.215 2.850
H 4.893 4.986 1.982
H 3.247 2.949 3.353
H 4.869 2.395 2.802
H 4.420 2.879 0.514
H 2.822 3.419 0.911
H 2.229 1.239 1.675
H 3.656 0.568 1.297
H 3.309 1.824 -1.027
H 1.618 1.709 -0.496
H 2.635 -0.857 -0.537
H 1.719 -0.328 -1.761
H 0.961 -0.301 -0.356
C 0.234 5.844 4.442
C 0.023 5.859 3.033
C -0.558 4.522 2.551
C -0.749 4.297 1.036
C -1.792 3.268 0.645
C -1.319 1.879 1.268
H 0.868 6.784 4.773
H 0.653 5.031 4.695
H -0.821 5.840 4.890
H 0.873 5.998 2.576
H -0.662 6.611 2.783
H -1.600 4.333 3.225
H 0.113 3.766 2.817
H 0.202 4.009 0.467
H -1.028 5.238 0.515
H -1.642 3.238 -0.524
H -2.863 3.331 0.956
H -0.232 1.738 1.153
H -1.972 1.101 0.964
H -1.323 2.057 2.374
C 1.154 -4.922 -1.855
C 2.158 -4.415 -2.907
C 1.714 -3.057 -3.650
C 2.570 -2.586 -4.761
C 3.905 -2.111 -4.231
C 4.664 -1.247 -5.292
H 0.829 -4.243 -1.020
H 1.437 -5.864 -1.486
H 0.200 -5.260 -2.288
H 2.570 -5.137 -3.568
H 3.032 -4.279 -2.218
H 1.574 -2.479 -2.821
H 0.826 -3.279 -4.079
H 1.967 -1.767 -5.211
H 2.790 -3.485 -5.506
H 4.451 -3.030 -4.104
H 3.929 -1.694 -3.277
H 5.427 -0.829 -4.756
H 4.143 -0.519 -5.697
H 5.186 -1.804 -6.349
```

As for the spin multiplicity: 1. The LUMO energy is 0.773 eV. Its net charge is 0. Its SMILES is CCN(CC)CC.CCN(CC)CC.CCCCCC.CCCCCC.CCCCCC.


It turns out two is the most stable, with the second structure 0.1390 hartree higher.